Entry 1:
74
Properties=species:S:1:pos:R:3:lowdin_charge:R:1 method="wB97M-V/def2-TZVPD" de_lowest_kj_mol=0.00 total_charge=+1 molar_mass_g_mol=724.23 gap_ev=1.50
Hg -0.9011 -1.9939 -1.4025 0.817
N -0.4790 1.4151 0.1682 -0.171
S -1.2005 2.7278 0.3448 0.470
O -0.7533 3.7614 -0.5755 -0.191
O -1.8874 3.0072 1.6312 -0.227
F -2.4740 2.1089 -0.4554 -0.221
S 0.7595 1.9172 1.2059 0.552
O 0.4253 1.8809 2.5983 -0.231
O 1.6176 2.9758 0.6820 -0.220
F 1.6717 0.6130 0.9973 -0.188
N -3.1206 1.5240 7.0905 0.054
C -2.7294 0.1911 7.0735 0.026
C -3.9472 -0.5355 7.0580 -0.037
C -4.9953 0.3459 7.1640 -0.052
C -4.4607 1.5960 7.2330 -0.042
H -2.4321 2.2579 7.1771 0.170
H -1.6627 0.0557 6.9723 0.134
H -3.9866 -1.6136 7.1085 0.116
H -6.0399 0.0723 7.1454 0.125
H -4.8433 2.5917 7.4022 0.143
C 9.3301 -0.6261 2.0074 -0.116
C 8.3167 -1.3430 1.1826 -0.305
O 8.9065 -1.6155 -0.1080 -0.096
H 9.6988 0.3555 1.7098 0.075
H 10.2320 -1.2329 2.0879 0.079
H 9.0361 -0.4513 3.0424 0.072
H 7.4327 -0.7247 1.0266 0.102
H 8.0256 -2.2795 1.6583 0.113
H 9.3702 -0.8512 -0.4579 0.075
C 3.5756 6.8696 -5.3652 -0.104
C 2.6238 6.8658 -4.2145 -0.374
O 1.4937 6.2268 -4.6683 -0.053
H 3.1629 7.3562 -6.2489 0.077
H 3.7191 5.8544 -5.7351 0.071
H 4.5843 7.2684 -5.2576 0.075
H 2.4700 7.9185 -3.9770 0.108
H 3.0361 6.4028 -3.3179 0.114
H 1.0665 5.9230 -3.8640 0.086
C -6.3222 -1.2588 1.6378 -0.082
C -5.0486 -2.0662 1.7557 -0.349
O -4.5749 -2.6564 0.5688 -0.097
H -6.6162 -0.7052 2.5296 0.073
H -7.1634 -1.9136 1.4103 0.072
H -6.2677 -0.5597 0.8033 0.078
H -5.0881 -2.8858 2.4731 0.105
H -4.2630 -1.4707 2.2208 0.105
H -5.1920 -3.3331 0.2810 0.085
C -0.8199 -5.9302 2.6850 -0.085
C -0.1648 -4.5514 2.8885 -0.345
O 0.3831 -4.1133 1.6941 -0.105
H -1.2214 -6.2151 3.6574 0.070
H -0.1459 -6.7134 2.3379 0.073
H -1.6764 -5.9112 2.0110 0.070
H 0.6065 -4.6041 3.6569 0.112
H -0.9579 -3.8882 3.2339 0.107
H 1.2246 -4.5754 1.7007 0.088
C -5.1313 0.2718 -5.5504 -0.093
C -4.6672 -1.0417 -4.9710 -0.315
O -3.3044 -0.8343 -4.5844 -0.119
H -6.1453 0.3262 -5.9465 0.079
H -4.4387 0.6156 -6.3187 0.074
H -5.0848 1.0158 -4.7552 0.080
H -4.6899 -1.8905 -5.6544 0.108
H -5.3176 -1.2986 -4.1350 0.110
H -2.8990 -0.5529 -5.4078 0.072
C 3.4120 -0.1326 -4.2934 -0.077
C 3.3719 -1.6489 -4.1230 -0.373
O 2.6772 -2.0866 -3.0220 -0.087
H 3.9156 0.1557 -3.3707 0.075
H 2.4480 0.3455 -4.4670 0.074
H 4.0356 0.1846 -5.1292 0.078
H 4.3888 -2.0415 -4.1229 0.119
H 2.9128 -1.9910 -5.0506 0.106
H 3.1828 -2.8604 -2.7625 0.090

=====

Entry 2:
66
Properties=species:S:1:pos:R:3:lowdin_charge:R:1 method="wB97M-V/def2-TZVPD" de_lowest_kj_mol=0.00 total_charge=+1 molar_mass_g_mol=440.99 gap_ev=8.93
Rb 0.0720 0.3238 -1.9962 1.016
C 1.6582 2.1253 2.4668 -0.050
C 2.7755 1.1119 2.2522 -0.428
C 2.8346 0.6203 0.8230 -0.200
O 1.6590 -0.0858 0.4332 -0.285
C 1.6852 -1.4549 0.7884 -0.089
N 4.1065 1.6445 2.6034 0.050
H 1.7806 2.9759 1.7870 0.076
H 1.7045 2.5095 3.4871 0.085
H 0.6721 1.6937 2.3009 0.071
H 2.5659 0.2561 2.8991 0.137
H 3.7166 -0.0180 0.6963 0.128
H 2.9206 1.4403 0.1057 0.117
H 2.5683 -1.9537 0.3676 0.094
H 0.8189 -1.9658 0.3684 0.071
H 1.6813 -1.5908 1.8726 0.096
H 4.0596 2.6596 2.5958 0.072
H 4.3061 1.4084 3.5687 0.076
C -4.5370 -2.4141 4.3791 -0.114
O -4.6373 -2.5512 2.9847 -0.195
C -4.1567 -3.7988 2.5233 -0.238
C -4.5926 -3.9695 1.0833 -0.201
N -4.1350 -2.9260 0.1702 -0.047
C -2.6866 -2.8711 0.0278 -0.224
C -2.3513 -2.1948 -1.2883 -0.226
O -0.9645 -2.1514 -1.5544 -0.374
C -0.3644 -3.4105 -1.8213 -0.086
H -3.5258 -2.6552 4.7392 0.090
H -5.2594 -3.0424 4.9086 0.092
H -4.7204 -1.3707 4.6330 0.088
H -4.5761 -4.6228 3.1175 0.128
H -3.0634 -3.8323 2.6328 0.119
H -5.6802 -4.0245 1.0379 0.123
H -4.2219 -4.9453 0.7491 0.122
H -4.4290 -2.0524 0.5998 0.112
H -2.2550 -3.8743 0.0578 0.116
H -2.1922 -2.3196 0.8445 0.129
H -2.7119 -1.1635 -1.2069 0.122
H -2.9470 -2.6735 -2.0741 0.134
H -0.8555 -3.9144 -2.6555 0.104
H -0.3509 -4.0455 -0.9344 0.090
H 0.6745 -3.2102 -2.0875 0.091
C -1.2719 3.4395 0.2802 -0.087
O -1.2897 3.0309 -1.0773 -0.239
C -0.8606 4.0694 -1.9450 -0.220
C 0.6345 4.1819 -2.0493 -0.213
N 1.2310 3.0125 -2.6800 -0.117
C 2.6943 2.9798 -2.6514 -0.204
C 3.2819 1.7185 -3.2076 -0.214
O 2.8040 0.5606 -2.5232 -0.325
C 3.7109 -0.5198 -2.5928 -0.087
H -2.0950 4.1273 0.4892 0.100
H -0.3300 3.9263 0.5487 0.080
H -1.3653 2.5428 0.8896 0.090
H -1.2556 5.0302 -1.5907 0.132
H -1.3023 3.9334 -2.9360 0.131
H 1.0679 4.3164 -1.0558 0.117
H 0.8890 5.0991 -2.6058 0.135
H 0.9100 2.9742 -3.6432 0.119
H 3.0167 3.1276 -1.6200 0.121
H 3.1329 3.8039 -3.2382 0.135
H 4.3607 1.8369 -3.0378 0.131
H 3.1513 1.6081 -4.2901 0.137
H 4.7345 -0.1999 -2.3809 0.101
H 3.6571 -1.0307 -3.5588 0.100
H 3.4477 -1.2355 -1.8096 0.082

=====

Entry 3:
71
Properties=species:S:1:pos:R:3:lowdin_charge:R:1 method="wB97M-V/def2-TZVPD" de_lowest_kj_mol=53.62 total_charge=-1 molar_mass_g_mol=445.32 gap_ev=9.71
B 0.4764 0.2967 0.1370 -1.346
F 1.1263 0.1392 -0.9708 0.244
F 0.1916 -0.8915 0.8271 0.125
F 1.0224 1.3189 0.9827 0.097
F -0.8290 0.7174 -0.2723 0.077
C 1.6025 5.0295 0.5419 -0.065
C 0.4186 6.0029 0.7684 -0.229
N -0.4303 6.7771 0.9728 0.107
H 1.8566 4.7514 -0.5563 0.107
H 2.5075 5.4224 1.0146 0.063
H 1.5875 4.0012 0.7862 0.028
C -0.6028 2.2193 -3.7266 -0.090
C -1.4346 2.2345 -5.0281 -0.238
N -2.1134 2.1608 -6.0409 0.069
H -0.8216 1.3617 -3.0984 0.046
H 0.5620 2.4028 -3.9628 0.124
H -1.0547 2.9394 -2.9483 0.090
C -0.5286 -4.6783 -2.8710 -0.080
C -0.2599 -3.8877 -1.5085 -0.331
O 0.6182 -2.8573 -1.6920 -0.054
H 0.3912 -5.1032 -3.3722 0.066
H -0.8556 -3.8884 -3.5879 0.066
H -1.3177 -5.6091 -2.8277 0.112
H 0.1527 -4.5857 -0.6866 0.132
H -1.1487 -3.6904 -1.1223 0.050
H 0.4226 -2.2662 -0.9576 0.075
C -4.9256 -2.1142 1.6266 -0.074
C -3.5452 -1.3707 1.5740 -0.340
O -3.1272 -0.9414 0.2971 -0.135
H -4.8983 -2.5214 2.5559 0.019
H -5.0112 -2.8846 0.9229 0.052
H -5.6542 -1.2913 1.6141 0.080
H -2.6493 -2.0870 2.0293 0.136
H -3.5305 -0.3781 2.2457 0.132
H -2.1191 -0.7320 0.3271 0.091
C -3.3093 4.3105 1.6453 -0.103
C -2.2006 3.2923 1.4163 -0.320
O -1.8435 3.2549 0.0566 -0.084
H -3.3035 4.2420 2.7156 0.054
H -4.2493 4.0813 0.9613 0.118
H -3.2570 5.3807 1.5910 0.042
H -2.4418 2.2624 1.6709 0.107
H -1.2717 3.6916 1.9756 0.126
H -1.2553 2.5998 -0.1674 -0.009
C 4.5809 -1.8701 1.9467 -0.043
C 3.8288 -0.6962 1.2412 -0.324
O 3.6820 -1.0414 -0.1117 -0.117
H 3.9368 -2.7963 2.0595 0.099
H 4.7196 -1.4863 2.9455 0.060
H 5.4771 -2.0237 1.6087 -0.003
H 4.2940 0.1366 1.4035 0.039
H 2.8464 -0.3033 1.6170 0.114
H 2.6571 -0.6294 -0.2464 0.143
C -1.0271 -1.5341 5.2723 -0.044
C -0.1600 -0.6733 4.2966 -0.371
O -0.9098 0.1328 3.4857 -0.081
H -1.6412 -1.9764 4.4060 0.099
H -1.5678 -1.0318 5.9213 0.007
H -0.3492 -2.2425 5.6574 0.053
H 0.3518 -1.3740 3.6958 0.078
H 0.7349 0.0403 4.8215 0.158
H -0.3839 0.1109 2.6720 0.057
C 3.5382 -0.5687 -4.9535 -0.089
C 2.5511 -1.0828 -3.8219 -0.233
O 2.1214 -2.4889 -4.0571 -0.100
H 3.2431 -0.3957 -5.9593 0.041
H 4.0970 -1.3992 -5.2203 0.024
H 4.2658 0.2253 -4.5077 0.103
H 1.5388 -0.5228 -3.6579 0.126
H 3.2004 -1.0578 -2.9024 0.102
H 1.4273 -2.5633 -3.4705 -0.037

=====

Entry 4:
73
Properties=species:S:1:pos:R:3:lowdin_charge:R:1 method="wB97M-V/def2-TZVPD" de_lowest_kj_mol=0.00 total_charge=0 molar_mass_g_mol=516.42 gap_ev=8.19 smiles="O=S(=O)(O)CCCCBP(O)(O)=S.COCCOC.COCCOC.COCCOC"
O 3.7467 -5.0786 -0.7741 -0.296
S 4.7398 -4.1115 -0.3811 0.624
O 6.1167 -4.4662 -0.2867 -0.257
O 4.3519 -3.6191 1.0912 -0.151
C 4.5398 -2.6752 -1.4453 -0.189
C 4.0899 -1.3533 -0.7949 -0.188
C 2.6773 -0.9490 -1.2723 -0.204
C 1.6021 -1.1443 -0.1796 -0.197
B 0.7968 -2.4642 -0.2017 -0.205
P 0.3034 -3.3083 -1.8589 0.162
O -0.7821 -4.4250 -1.4303 -0.231
O 1.5962 -4.1531 -2.3428 -0.227
S -0.3111 -2.0737 -3.1952 0.347
H 3.4634 -3.2379 1.0960 0.074
H 5.5027 -2.5831 -1.9473 0.109
H 3.8076 -3.0183 -2.1761 0.084
H 4.7911 -0.5645 -1.0690 0.115
H 4.1197 -1.4033 0.2928 0.093
H 2.4325 -1.5512 -2.1477 0.062
H 2.6739 0.0840 -1.6227 0.113
H 2.0625 -1.0500 0.8125 0.095
H 0.8658 -0.3281 -0.2174 0.116
H 0.4651 -3.0048 0.8098 0.063
H -1.1079 -4.8763 -2.2210 0.075
H 1.9561 -4.7545 -1.6709 0.045
C -2.2326 2.7693 2.6091 -0.109
O -3.0945 1.6836 2.3245 -0.181
C -2.7285 0.9730 1.1540 -0.192
C -1.9832 -0.3022 1.4762 -0.194
O -0.7355 -0.0424 2.1060 -0.212
C -0.7527 -0.2538 3.5060 -0.102
H -2.4677 3.1218 3.6117 0.091
H -1.1828 2.4656 2.5742 0.076
H -2.3923 3.5893 1.8997 0.088
H -2.1113 1.6034 0.5044 0.129
H -3.6392 0.7200 0.6061 0.110
H -1.7838 -0.8251 0.5339 0.112
H -2.5977 -0.9537 2.1060 0.132
H -0.7984 -1.3231 3.7402 0.089
H -1.5993 0.2511 3.9770 0.087
H 0.1739 0.1547 3.9068 0.089
C -3.9041 -2.4056 -1.2831 -0.107
O -3.4797 -1.1279 -1.7135 -0.227
C -3.9607 -0.7678 -2.9964 -0.213
C -5.1293 0.1899 -2.9206 -0.201
O -6.2776 -0.4085 -2.3420 -0.186
C -6.4810 -0.0692 -0.9857 -0.109
H -3.6071 -2.5140 -0.2399 0.085
H -4.9888 -2.5185 -1.3598 0.087
H -3.4158 -3.1932 -1.8669 0.076
H -4.2489 -1.6603 -3.5612 0.130
H -3.1373 -0.2852 -3.5316 0.116
H -5.3967 0.5016 -3.9345 0.126
H -4.8384 1.0837 -2.3572 0.125
H -6.7824 0.9792 -0.8822 0.091
H -5.5818 -0.2409 -0.3893 0.066
H -7.2826 -0.7030 -0.6105 0.090
C 3.9232 2.5013 1.1357 -0.107
O 3.1431 3.0761 0.1045 -0.191
C 1.7872 3.2587 0.4866 -0.208
C 1.4797 4.6958 0.8397 -0.203
O 2.1805 5.1177 1.9968 -0.189
C 3.3244 5.9020 1.7170 -0.110
H 4.9696 2.5449 0.8390 0.091
H 3.7910 3.0336 2.0808 0.087
H 3.6328 1.4527 1.2776 0.079
H 1.5398 2.6063 1.3312 0.121
H 1.1600 2.9614 -0.3603 0.126
H 0.4098 4.7858 1.0520 0.121
H 1.7137 5.3470 -0.0090 0.128
H 3.0396 6.8916 1.3433 0.089
H 3.9750 5.4187 0.9837 0.084
H 3.8678 6.0238 2.6522 0.089

=====

Entry 5:
74
Properties=species:S:1:pos:R:3:lowdin_spin:R:1 method="wB97M-V/def2-TZVPD" de_lowest_kj_mol=127.88 s_squared=0.7560 total_charge=+1 molar_mass_g_mol=540.59 gap_ev="8.04 / 4.45" multiplicity=2
K -1.4384 0.3423 -0.6600 0.002
C -0.7253 -0.6242 -3.9550 0.023
O 0.0529 0.2691 -3.0875 0.127
O -1.6189 -1.2527 -3.0737 0.823
C -1.1888 0.2966 -5.1932 0.001
F -1.6053 1.4297 -4.7136 0.001
F -0.1264 0.5423 -5.9816 0.002
F -2.1828 -0.1618 -5.9939 0.001
C 1.4563 0.0843 -2.9756 0.008
C 1.9516 1.2606 -2.0396 0.004
H 3.0278 1.2721 -1.8674 0.001
H 1.6456 2.2826 -2.2634 0.000
H 1.4661 1.1239 -1.0733 0.000
H 1.9333 0.2458 -3.9423 0.002
H 1.7361 -0.9409 -2.7331 0.002
H 0.0533 -1.2667 -4.3660 0.003
O -0.0033 2.1479 0.5801 0.000
P 0.2555 3.3628 1.3913 0.000
N -0.8174 4.7191 1.1735 0.000
C -1.8241 4.7158 0.0266 0.000
C -0.8033 5.9426 2.0336 0.000
N 1.7580 4.1579 1.2411 0.000
C 2.5565 4.1865 -0.0214 0.000
C 2.2057 5.1472 2.1585 0.000
N 0.1357 3.0067 3.0799 0.000
C -1.1760 2.7510 3.6193 0.000
C 1.2092 2.2330 3.7423 0.000
H -2.6026 4.0009 0.2929 0.000
H -1.4144 4.2845 -0.8868 0.000
H -2.1635 5.7344 -0.1615 0.000
H -1.6983 5.9924 2.6538 0.000
H -0.7448 6.8629 1.4525 0.000
H 0.0347 5.8333 2.7219 0.000
H 2.6337 3.1939 -0.4650 0.000
H 2.1381 4.9426 -0.6858 0.000
H 3.5977 4.4008 0.2194 0.000
H 3.2810 5.2832 2.0422 0.000
H 1.7734 6.1099 1.8857 0.000
H 2.0204 4.8423 3.1884 0.000
H -1.7580 3.6659 3.5078 0.000
H -1.6942 1.8790 3.2203 0.000
H -1.0811 2.6223 4.6975 0.000
H 2.1566 2.6769 3.4362 0.000
H 1.1554 1.2189 3.3465 0.000
H 1.0925 2.2092 4.8258 0.000
O 0.3448 -5.6140 1.5770 0.000
P -0.3097 -4.7853 0.4966 0.000
N -0.5793 -5.5866 -1.0178 0.000
C -0.3974 -7.0430 -1.0469 0.000
C -0.7190 -4.9259 -2.3314 0.000
N 0.6394 -3.4047 0.0976 0.000
C 1.8718 -3.6086 -0.6250 0.000
C 0.7248 -2.2625 0.9814 0.000
N -1.7989 -4.1019 0.9082 0.000
C -2.6565 -3.1530 0.1036 0.000
C -2.1097 -4.0382 2.3653 0.000
H 0.6305 -7.2042 -1.3716 0.000
H -1.0988 -7.5318 -1.7230 0.000
H -0.4436 -7.4689 -0.0446 0.000
H -1.7070 -5.1457 -2.7358 0.000
H 0.0383 -5.2299 -3.0539 0.000
H -0.6490 -3.8640 -2.0955 -0.001
H 2.2370 -2.7062 -1.1155 0.000
H 2.6895 -3.9628 0.0027 0.000
H 1.7319 -4.4494 -1.3044 0.000
H 1.2718 -2.6326 1.8485 0.000
H 1.2321 -1.4312 0.4918 0.000
H -0.2783 -1.9382 1.2584 0.000
H -2.1607 -2.2090 -0.1227 0.000
H -3.0517 -3.6658 -0.7733 0.000
H -3.5261 -2.8197 0.6700 0.000
H -2.3214 -5.0646 2.6648 0.000
H -3.0193 -3.4679 2.5537 0.000
H -1.2460 -3.7113 2.9443 0.000

=====

Entry 6:
75
Properties=species:S:1:pos:R:3:lowdin_charge:R:1 method="wB97M-V/def2-TZVPD" total_charge=+1 molar_mass_g_mol=593.15 gap_ev=7.88
Mg -1.8128 -2.4797 0.1247 0.452
N -0.1204 0.1204 0.2543 -0.489
O -0.5158 -1.0178 -0.1691 -0.125
O -0.7469 1.1422 -0.0928 0.002
O 0.8194 0.1738 1.0729 -0.005
C -1.7156 -0.2547 3.7678 -0.186
S -2.4884 -1.8087 3.1889 0.949
O -2.5483 -1.7115 1.6715 -0.573
C -4.1887 -1.5538 3.7266 -0.224
H -2.4679 0.5315 3.7139 0.063
H -0.9125 -0.0120 3.0723 0.044
H -1.3701 -0.4046 4.7867 0.064
H -4.7303 -2.4014 3.3096 0.061
H -4.6188 -0.6315 3.3380 0.063
H -4.2303 -1.5558 4.8142 0.068
C 1.6312 6.0011 1.3832 -0.250
S 0.7277 5.0349 2.6271 0.827
O -0.5994 5.7550 2.6930 -0.576
C 0.3892 3.4871 1.6938 -0.263
H 2.6675 5.7729 1.1408 0.059
H 1.5304 6.9944 1.8149 0.048
H 1.0754 5.9104 0.4503 0.027
H -0.1656 3.7111 0.7833 0.023
H -0.2534 2.7935 2.2265 0.034
H 1.3635 3.0826 1.4207 0.049
C 0.2939 -1.7207 -2.9907 -0.213
S -0.2476 -3.4301 -2.6642 0.943
O -1.2034 -3.3858 -1.4868 -0.565
C -1.3553 -3.6771 -4.0727 -0.221
H -0.5695 -1.0825 -2.8134 0.051
H 0.7842 -1.5588 -3.9486 0.074
H 1.0489 -1.5239 -2.2286 0.037
H -2.0648 -2.8564 -4.1376 0.060
H -1.8687 -4.6276 -3.9290 0.063
H -0.7904 -3.8200 -4.9949 0.066
C -5.0832 0.0616 -0.1341 -0.221
S -4.3276 -0.9251 -1.4607 0.967
O -3.2534 -1.7146 -0.7746 -0.581
C -3.3900 0.4365 -2.2396 -0.207
H -5.6909 -0.5624 0.5148 0.055
H -5.5904 0.9917 -0.3838 0.069
H -4.1990 0.3897 0.4270 0.058
H -2.5413 0.7179 -1.6107 0.041
H -4.0431 1.3048 -2.3239 0.063
H -3.0360 0.0921 -3.2076 0.049
C 1.8106 -4.1307 0.5906 -0.221
S 0.5328 -4.0825 1.8770 0.965
O -0.6728 -3.4851 1.2260 -0.581
C 1.3405 -2.7791 2.8537 -0.212
H 2.0107 -3.1382 0.1793 0.047
H 1.4060 -4.7820 -0.1823 0.051
H 2.7842 -4.4704 0.9418 0.068
H 2.3931 -3.0380 2.9656 0.062
H 0.9092 -2.6994 3.8497 0.054
H 1.2641 -1.8314 2.3149 0.044
C 3.7269 -0.2787 -0.6694 -0.023
C 5.2433 -0.4074 -0.6340 -0.494
O 5.9495 0.4500 -1.0760 0.098
C 5.7619 -1.7037 -0.0340 -0.025
H 3.3066 0.1697 -1.5668 0.061
H 3.4203 0.4214 0.1137 0.088
H 3.2789 -1.2553 -0.4872 0.049
H 5.5447 -2.5339 -0.7118 0.084
H 5.3597 -1.8720 0.9622 0.078
H 6.8524 -1.6838 -0.0219 0.084
C -0.1843 4.0917 -1.8315 -0.028
C 1.2783 3.7219 -1.8835 -0.496
O 2.1433 4.5394 -1.6986 0.079
C 1.5982 2.3213 -2.3780 -0.013
H -0.2331 4.9738 -1.1933 0.075
H -0.8131 3.2707 -1.4925 0.058
H -0.5311 4.3954 -2.8223 0.096
H 2.4164 2.4171 -3.0898 0.094
H 0.7240 1.9510 -2.9185 0.073
H 1.7875 1.6593 -1.5366 0.053